ORCA calculation (ωB97M-V with the def2-TZVPD basis set) on a molecular structure, CH16MnO11P.

The geometry in XYZ format:
```
30
CH16MnO11P ωB97M-V with the def2-TZVPD basis set
O -1.1444 1.2273 2.4773
H -0.6642 1.9601 2.0849
H -1.3436 0.5922 1.7854
H -1.9409 1.5630 2.8950
Mn -0.2749 0.0236 -0.8407
C -3.0529 -1.2569 0.6074
O -1.9915 -0.3404 0.4384
H -2.7391 -2.3007 0.5913
H -3.6275 -1.0164 1.5019
H -3.7200 -1.1863 -0.2517
P 0.8000 2.2864 0.2637
O 1.0506 0.8174 0.5102
O 2.0277 3.1757 -0.2463
O 0.1617 2.9358 1.4423
O -0.2020 2.0245 -0.8738
O 1.4190 -0.7137 2.4723
H 2.2516 -1.1175 2.2274
H 1.2015 -0.1453 1.7334
O 0.3075 -2.0029 -0.8709
H 0.6088 -2.6504 -0.2336
H 0.3649 -2.4518 -1.7144
O 1.4396 -0.1027 -2.2627
H 1.9606 -0.7283 -2.7663
H 1.9363 0.7143 -2.3076
O -1.3484 -0.1286 -2.7579
H -2.1974 -0.4503 -3.0611
H -0.8229 -0.0508 -3.5542
O 3.4373 -0.0512 0.0005
H 3.5740 -0.8261 0.5455
H 2.5284 0.2003 0.1645
```

Results
- Charge: -1
- Frontier orbital gap (alpha / beta): 4.831 / 4.954 eV
- Relative energy (zero: lowest compared OMol25 entry of this formula, charge and spin): 116.19 kJ/mol
- E: -2367.85489 Eh
- E_HOMO (alpha / beta): -3.02 / -3.18 eV
- 2S+1: 6
- Max |F|: 0.1541 hartree/bohr